Below is 6 unconnected molecules or ions with the total composition C21H57N5O9 at a distorted geometry, with properties calculated with ωB97M-V with the def2-TZVPD basis set.

CARTESIAN COORDINATES (ANGSTROEM)
C 7.33 15.08 8.70
O 7.37 15.26 10.09
C 8.25 14.40 10.75
C 8.24 14.67 12.24
N 6.91 14.72 12.69
C 6.72 15.47 13.93
C 7.43 14.95 15.22
O 6.97 13.63 15.61
C 7.62 13.05 16.72
H 8.34 15.14 8.29
H 6.72 15.91 8.32
H 6.85 14.12 8.54
H 9.27 14.49 10.39
H 7.94 13.36 10.59
H 8.81 15.58 12.41
H 8.79 13.86 12.70
H 6.44 14.99 11.84
H 5.65 15.60 14.11
H 7.11 16.48 13.80
H 7.52 15.67 16.03
H 8.48 14.72 15.00
H 8.57 12.69 16.34
H 7.03 12.19 17.06
H 7.84 13.78 17.49
C 14.21 8.42 6.56
O 15.09 9.55 6.54
C 14.84 10.48 7.58
C 15.44 11.87 7.35
N 15.23 12.74 8.52
C 15.90 14.04 8.31
C 15.37 15.08 9.35
O 14.16 15.61 8.95
C 13.65 16.46 9.92
H 13.16 8.69 6.46
H 14.19 7.93 7.53
H 14.64 7.74 5.83
H 15.43 10.03 8.37
H 13.80 10.52 7.92
H 14.96 12.46 6.56
H 16.51 11.86 7.14
H 14.27 12.98 8.69
H 15.76 14.38 7.29
H 16.95 13.81 8.48
H 16.12 15.86 9.51
H 15.24 14.59 10.31
H 14.38 17.16 10.33
H 13.24 15.90 10.76
H 12.76 16.96 9.52
C 14.93 15.86 15.13
O 13.90 15.92 14.14
C 12.67 16.51 14.57
C 12.72 18.02 14.49
N 12.88 18.45 13.12
C 13.19 19.85 13.00
C 13.42 20.34 11.57
O 14.62 19.99 11.01
C 14.73 20.64 9.73
H 15.89 15.47 14.79
H 14.45 15.29 15.92
H 15.08 16.83 15.60
H 12.32 16.18 15.55
H 11.90 16.15 13.88
H 13.57 18.28 15.13
H 11.89 18.56 14.94
H 13.65 17.91 12.75
H 14.01 20.24 13.60
H 12.36 20.39 13.46
H 13.31 21.43 11.60
H 12.64 19.90 10.95
H 15.76 20.53 9.41
H 14.61 21.72 9.79
H 14.06 20.24 8.96
N 10.36 22.24 7.78
C 10.85 21.49 8.67
N 11.20 22.12 9.73
O 11.06 20.31 8.55
H 10.10 21.92 6.86
H 10.22 23.21 8.00
H 11.11 23.12 9.77
H 11.84 21.68 10.37
C 8.90 19.84 13.69
O 9.15 18.47 13.96
H 8.08 19.89 12.98
H 8.58 20.49 14.51
H 9.80 20.19 13.18
H 9.58 18.09 13.19
C 9.94 17.59 10.67
O 10.50 17.24 11.89
H 10.50 17.02 9.92
H 8.87 17.45 10.49
H 10.19 18.64 10.57
H 11.36 17.66 11.97

Results
Kohn-Sham gap   8.3 eV
Energy   -48573.290 eV
ΔE to the lowest compared entry with this formula, charge and spin   1.692 eV
Charge   0
Highest occupied orbital energy   -7.94 eV
2S+1   1
LUMO energy   0.39 eV
SMILES   COCCNCCOC.COCCNCCOC.COCCNCCOC.NC(N)=O.CO.CO

Atomic partial charges in e from the Löwdin method, atoms 1 to 8: atom 1 (C): -0.09, atom 2 (O): -0.22, atom 3 (C): -0.24, atom 4 (C): -0.24, atom 5 (N): -0.05, atom 6 (C): -0.17, atom 7 (C): -0.17, atom 8 (O): -0.21


Below is a single C4H11N3 molecule at a distorted geometry, with properties calculated with ωB97M-V with the def2-TZVPD basis set.

CARTESIAN COORDINATES (ANGSTROEM)
N -0.21 -2.47 -0.71
C -0.15 -1.38 0.25
C -0.68 -0.19 -0.02
N -1.33 0.04 -1.21
C -0.51 0.98 0.90
C 0.70 1.83 0.46
N 1.96 1.08 0.41
H -0.15 -3.33 -0.17
H 0.61 -2.33 -1.28
H 0.23 -1.60 1.24
H -2.01 0.77 -1.34
H -1.12 -0.55 -2.00
H -1.41 1.60 0.83
H -0.34 0.68 1.94
H 0.44 2.08 -0.58
H 0.83 2.67 1.12
H 2.66 1.52 1.00
H 1.86 0.17 0.82

Results
Kohn-Sham gap   8.6 eV
Energy   -8795.925 eV
ΔE to the lowest compared entry with this formula, charge and spin   1.694 eV
Charge   0
Highest occupied orbital energy   -7.53 eV
2S+1   1
LUMO energy   1.06 eV
SMILES   N/C=C(\N)CCN

Atomic partial charges in e from the natural (NBO) method, atoms 1 to 8: atom 1 (N): -0.85, atom 2 (C): -0.15, atom 3 (C): 0.16, atom 4 (N): -0.84, atom 5 (C): -0.43, atom 6 (C): -0.21, atom 7 (N): -0.84, atom 8 (H): 0.36


Below is a molecular structure, C28H29IIrNOPS4SbSi, with properties calculated with ωB97M-V with the def2-TZVPD basis set.

CARTESIAN COORDINATES (ANGSTROEM)
Ir -0.74 0.36 0.56
O 0.23 -2.48 0.49
C 0.57 -1.14 0.53
C 1.96 -0.93 0.72
C 2.92 -1.95 0.95
C 4.25 -1.63 1.13
C 4.70 -0.30 1.07
C 3.77 0.71 0.80
C 2.43 0.41 0.63
P 1.10 1.52 0.07
C 1.62 1.87 -1.65
C 1.45 3.11 -2.26
C 1.79 3.29 -3.60
C 2.30 2.23 -4.34
C 2.45 0.98 -3.74
C 2.11 0.81 -2.41
C 1.33 3.13 0.90
C 2.50 3.88 0.76
C 2.63 5.09 1.42
C 1.58 5.58 2.19
C 0.41 4.86 2.30
C 0.28 3.63 1.66
H 2.59 -2.98 1.00
H 4.96 -2.43 1.33
H 5.74 -0.07 1.20
H 4.12 1.73 0.70
H 1.03 3.93 -1.70
H 1.65 4.25 -4.06
H 2.56 2.37 -5.38
H 2.84 0.15 -4.31
H 2.23 -0.17 -1.95
H 3.30 3.53 0.12
H 3.54 5.67 1.30
H 1.67 6.54 2.68
H -0.44 5.26 2.84
H -0.65 3.09 1.72
S -3.22 4.46 2.20
Sb -3.53 4.69 -0.05
S -1.94 1.03 -1.40
S -1.84 3.03 -1.57
S -5.69 4.30 -0.66
I -5.44 -3.31 1.03
C -4.43 -1.48 1.24
C -5.15 -0.28 1.09
C -4.47 0.90 1.38
C -3.13 0.85 1.73
N -2.39 -0.33 1.70
C -3.11 -1.49 1.54
H -6.19 -0.27 0.79
H -4.96 1.86 1.35
H -2.63 1.74 2.07
H -2.54 -2.41 1.65
C -2.30 -5.19 -1.66
Si -0.97 -4.69 -0.43
C 0.65 -5.52 -0.87
C -1.45 -5.21 1.31
C -0.72 -2.83 -0.53
H -2.45 -6.28 -1.65
H -2.02 -4.90 -2.68
H -3.25 -4.72 -1.42
H 0.56 -6.61 -0.89
H 1.42 -5.25 -0.15
H 1.00 -5.20 -1.86
H -1.34 -6.29 1.43
H -2.49 -4.96 1.54
H -0.81 -4.72 2.04
H -1.64 -2.24 -0.43
H -0.31 -2.57 -1.51

Results
Kohn-Sham gap (spin up / spin down)   3.7 / 5.0 eV
Energy   -111030.387 eV
ΔE to the lowest compared entry with this formula, charge and spin   0.000 eV
Charge   -2
Highest occupied orbital energy (spin up / spin down)   -0.05 / -1.55 eV
2S+1   5
LUMO energy (spin up / spin down)   3.67 / 3.49 eV

Atomic partial charges in e from the natural (NBO) method, atoms 1 to 8: atom 1 (Ir): 0.33, atom 2 (O): -0.59, atom 3 (C): 0.12, atom 4 (C): -0.07, atom 5 (C): -0.25, atom 6 (C): -0.21, atom 7 (C): -0.29, atom 8 (C): -0.18


Below is a single C9H13N3O2 molecule at a distorted geometry, with properties calculated with ωB97M-V with the def2-TZVPD basis set.

CARTESIAN COORDINATES (ANGSTROEM)
C 1.92 -2.38 -0.07
N 1.79 -0.96 -0.29
N 2.85 -0.31 -0.71
C 2.52 0.93 -0.83
C 1.10 1.17 -0.50
C 0.69 -0.13 -0.17
C -0.76 -0.46 0.11
N -0.76 -1.34 1.31
C -1.27 -1.32 -1.10
O -1.65 -0.90 -2.18
O -1.39 -2.65 -0.89
C -1.55 0.91 0.27
C -1.24 2.11 -0.55
C 0.23 2.43 -0.55
H 2.97 -2.72 0.16
H 1.17 -2.75 0.71
H 1.60 -2.86 -0.99
H 3.24 1.70 -1.18
H -1.69 -1.57 1.67
H -0.34 -0.75 1.99
H -1.07 -2.73 0.17
H -1.38 1.07 1.34
H -2.68 0.69 0.34
H -1.70 2.92 0.15
H -1.76 2.09 -1.49
H 0.52 2.97 0.42
H 0.61 3.02 -1.43

Results
Kohn-Sham gap   9.3 eV
Energy   -18107.991 eV
ΔE to the lowest compared entry with this formula, charge and spin   0.360 eV
Charge   0
Highest occupied orbital energy   -8.85 eV
2S+1   1
LUMO energy   0.48 eV
SMILES   Cn1ncc2c1[C@](N)(C(=O)O)CCC2

Atomic partial charges in e from the natural (NBO) method, atoms 1 to 8: atom 1 (C): -0.42, atom 2 (N): -0.17, atom 3 (N): -0.25, atom 4 (C): -0.05, atom 5 (C): -0.09, atom 6 (C): 0.09, atom 7 (C): -0.01, atom 8 (N): -0.86


Below is 2 unconnected molecules or ions with the total composition C4H14SSi2 at a distorted geometry, with properties calculated with ωB97M-V with the def2-TZVPD basis set.

CARTESIAN COORDINATES (ANGSTROEM)
C -1.62 0.89 -1.63
C -1.94 0.36 1.57
C -1.72 -2.00 -0.44
C 4.00 0.56 -0.37
Si 1.15 0.15 0.54
Si -1.16 -0.23 -0.07
S 2.39 1.14 -0.94
H -1.07 0.53 -2.47
H -2.74 0.91 -1.75
H -1.32 2.03 -1.39
H -2.98 0.38 1.41
H -1.76 -0.27 2.39
H -1.63 1.53 1.74
H -1.02 -2.79 -0.02
H -2.58 -2.09 0.29
H -2.20 -2.08 -1.34
H 4.32 1.17 0.57
H 4.80 0.58 -1.03
H 3.75 -0.46 -0.03
H 1.04 1.13 1.66
H 2.29 -1.42 1.33

Results
Kohn-Sham gap   9.1 eV
Energy   -30963.729 eV
ΔE to the lowest compared entry with this formula, charge and spin   1.321 eV
Charge   0
Highest occupied orbital energy   -8.67 eV
2S+1   1
LUMO energy   0.44 eV

Atomic partial charges in e from the natural (NBO) method, atoms 1 to 8: atom 1 (C): -1.07, atom 2 (C): -1.09, atom 3 (C): -1.11, atom 4 (C): -0.73, atom 5 (Si): 0.49, atom 6 (Si): 1.21, atom 7 (S): -0.21, atom 8 (H): 0.24


Below is a molecular structure, C4H7N3O at a distorted geometry, with properties calculated with ωB97M-V with the def2-TZVPD basis set.

CARTESIAN COORDINATES (ANGSTROEM)
C 1.08 -0.98 0.89
C 0.49 -0.05 -0.20
C -1.69 -0.35 -0.29
C -0.23 1.38 -0.20
H 1.74 -2.84 -0.92
H 0.04 -1.42 1.69
H 1.70 -0.25 1.33
H 1.23 -0.03 -1.06
H -2.66 -0.88 -0.01
H -2.44 1.51 0.22
H -0.25 3.36 0.33
N -0.57 -1.02 -0.57
N -1.62 0.98 -0.26
N 0.37 2.54 -0.04
O 1.93 -2.12 0.41

Results
Kohn-Sham gap   8.4 eV
Energy   -10772.415 eV
ΔE to the lowest compared entry with this formula, charge and spin   7.332 eV
Charge   0
Highest occupied orbital energy   -8.86 eV
2S+1   1
LUMO energy   -0.42 eV

Atomic partial charges in e from the natural (NBO) method, atoms 1 to 8: atom 1 (C): -0.02, atom 2 (C): -0.20, atom 3 (C): 0.23, atom 4 (C): 0.45, atom 5 (H): 0.46, atom 6 (H): 0.17, atom 7 (H): 0.19, atom 8 (H): 0.24


Below is a single C7H8ClOP molecule at a distorted geometry, with properties calculated with ωB97M-V with the def2-TZVPD basis set.

CARTESIAN COORDINATES (ANGSTROEM)
O -1.09 -0.01 -3.80
P 0.14 -0.18 -2.80
Cl 0.05 -2.19 -2.51
C -1.03 0.30 -1.09
C -0.28 0.22 0.23
C 0.56 1.25 0.61
C 1.18 1.20 1.82
C 1.11 0.02 2.51
C 0.34 -1.04 2.15
C -0.37 -1.00 0.96
H -0.63 -0.15 -4.68
H -1.22 1.41 -1.43
H -1.81 -0.34 -1.25
H 0.35 2.26 0.38
H 1.98 1.93 2.04
H 1.61 -0.14 3.48
H 0.18 -1.86 2.76
H -1.07 -1.68 0.60

Results
Kohn-Sham gap   9.0 eV
Energy   -31247.112 eV
ΔE to the lowest compared entry with this formula, charge and spin   0.000 eV
Charge   0
Highest occupied orbital energy   -8.43 eV
2S+1   1
LUMO energy   0.58 eV
SMILES   OP(Cl)Cc1ccccc1

Atomic partial charges in e from the natural (NBO) method, atoms 1 to 8: atom 1 (O): -0.98, atom 2 (P): 1.03, atom 3 (Cl): -0.35, atom 4 (C): -0.61, atom 5 (C): -0.04, atom 6 (C): -0.24, atom 7 (C): -0.19, atom 8 (C): -0.22